Below is a 9-piece molecular cluster, C36H72O21 overall, with properties calculated with the ωB97M-V functional and the def2-TZVPD basis.

Last column: Löwdin spin population.
CARTESIAN COORDINATES (ANGSTROEM)
C  2.0473  -4.7990  3.5259  0.00
C  3.3816  -5.2168  3.0125  0.00
O  3.7513  -6.3209  3.7925  0.00
C  5.0321  -6.7268  3.7852  0.00
O  5.9413  -6.3348  2.9958  0.00
O  5.1943  -7.6377  4.7170  0.00
C  6.5342  -8.0742  4.9214  0.00
H  1.6474  -3.9310  3.0017  0.00
H  2.0478  -4.5545  4.5881  0.00
H  1.2407  -5.5137  3.3623  0.00
H  4.1575  -4.4791  3.2171  0.00
H  3.4211  -5.6133  1.9979  0.00
H  6.4247  -8.9001  5.6242  0.00
H  7.1203  -7.3265  5.4559  0.00
H  7.0219  -8.4502  4.0220  0.00
C  3.2163  4.7414  -0.5110  0.00
C  4.5907  4.1501  -0.1800  0.00
O  4.8642  3.2722  -1.1945  0.00
C  6.1530  2.7226  -1.2158  0.00
O  6.9618  2.9014  -0.3605  0.00
O  6.2361  1.8146  -2.1975  0.00
C  7.4237  1.0787  -2.4162  0.00
H  3.0189  5.1204  -1.5138  0.00
H  3.1267  5.5415  0.2238  0.00
H  2.4086  4.0546  -0.2579  0.00
H  4.4159  3.4741  0.6569  0.00
H  5.3493  4.9120  -0.0009  0.00
H  8.1883  1.7248  -2.8476  0.00
H  7.2960  0.3297  -3.1978  0.00
H  7.9051  0.6073  -1.5594  0.00
C  3.0378  0.2290  -3.2030  0.00
C  2.2191  0.8134  -4.4218  0.00
O  1.4475  -0.2411  -4.8618  0.00
C  0.5899  -0.0809  -5.8629  0.00
O  0.5511  0.9447  -6.5778  0.00
O  -0.0052  -1.2863  -6.0908  0.00
C  -0.9514  -1.4180  -7.1836  0.00
H  3.3428  -0.7835  -3.4674  0.00
H  2.3148  0.0075  -2.4179  0.00
H  3.8393  0.8722  -2.8397  0.00
H  2.7689  1.1741  -5.2912  0.00
H  1.5814  1.6054  -4.0291  0.00
H  -1.5433  -0.5036  -7.2234  0.00
H  -1.5716  -2.2841  -6.9526  0.00
H  -0.4405  -1.5074  -8.1422  0.00
O  -2.8027  -0.0926  2.0217  0.00
C  -1.6636  -0.4553  1.7686  0.00
O  -0.8036  0.2754  1.1312  0.00
C  -1.1593  1.4502  0.4119  0.00
C  0.1197  1.9208  -0.3913  0.00
C  -1.1323  -1.7484  2.3429  0.00
H  -1.5716  2.1923  1.0955  0.00
H  -2.0033  1.3662  -0.2727  0.00
H  0.6612  1.0719  -0.8087  0.00
H  0.8338  2.4578  0.2330  0.00
H  -0.1073  2.6135  -1.2017  0.00
H  -0.9388  -1.7307  3.4154  0.00
H  -0.1636  -2.0053  1.9144  0.00
H  -1.8715  -2.5489  2.3121  0.00
O  2.7902  -1.5752  3.2451  0.00
C  2.7392  -0.7783  2.3013  0.00
O  2.7045  0.5527  2.3863  0.00
C  2.5119  1.2520  3.6232  0.00
C  2.0760  2.6468  3.3416  0.00
C  2.8881  -1.2843  0.8610  0.00
H  3.4511  1.2800  4.1757  0.00
H  1.6605  0.8439  4.1680  0.00
H  1.3383  2.7056  2.5412  0.00
H  2.8547  3.3160  2.9756  0.00
H  1.6019  3.1352  4.1930  0.00
H  3.8711  -0.9686  0.5116  0.00
H  2.1474  -0.8047  0.2211  0.00
H  2.6424  -2.3406  0.7518  0.00
O  -5.9843  0.0169  6.1663  0.76
C  -6.4139  0.0272  5.0077  0.08
O  -7.5201  -0.4938  4.5522  0.03
C  -8.5178  -1.0783  5.2828  0.00
C  -9.6212  -1.5958  4.2961  0.00
C  -5.3494  0.3380  3.9727  0.09
H  -8.8958  -0.2944  5.9391  0.00
H  -8.2536  -1.9202  5.9227  0.00
H  -9.2734  -2.4014  3.6496  0.00
H  -10.0045  -0.7619  3.7080  0.00
H  -10.4810  -2.0855  4.7533  0.00
H  -5.5832  1.1965  3.3430  0.01
H  -5.2669  -0.5354  3.3258  0.01
H  -4.3871  0.4643  4.4687  0.00
O  -1.1225  2.7006  -3.9968  0.00
C  -1.9268  1.8417  -4.3780  0.00
O  -2.6353  1.8408  -5.5106  0.00
C  -2.4809  2.8623  -6.5185  0.00
C  -3.7163  2.7167  -7.4290  0.00
C  -2.1610  0.6394  -3.4991  0.00
H  -1.5722  2.7871  -7.1157  0.00
H  -2.5380  3.8069  -5.9775  0.00
H  -4.6917  2.8698  -6.9673  0.00
H  -3.8712  1.6893  -7.7584  0.00
H  -3.6244  3.3143  -8.3360  0.00
H  -1.4937  0.7476  -2.6441  0.00
H  -1.9450  -0.2362  -4.1114  0.00
H  -3.1763  0.5705  -3.1084  0.00
O  -0.5576  5.2655  1.2558  0.00
C  -1.7025  5.1983  1.7166  0.00
O  -2.8219  5.6040  1.1194  0.00
C  -2.8446  5.8549  -0.2987  0.00
C  -2.9079  4.4947  -1.0619  0.00
C  -1.8342  4.7953  3.1566  0.00
H  -1.9499  6.3982  -0.6027  0.00
H  -3.7904  6.3677  -0.4738  0.00
H  -3.1679  4.7420  -2.0912  0.00
H  -3.6679  3.8146  -0.6773  0.00
H  -2.0159  3.8701  -1.0145  0.00
H  -1.0431  5.2339  3.7648  0.00
H  -1.8098  3.7209  3.3386  0.00
H  -2.7869  5.1718  3.5290  0.00
O  -2.4329  -5.0754  -0.9592  0.00
C  -1.3612  -4.8545  -0.3706  0.00
O  -0.4777  -3.8333  -0.6814  0.00
C  -0.8733  -2.9685  -1.7310  0.00
C  0.2186  -1.9377  -1.9069  0.00
C  -1.1049  -5.5324  0.9317  0.00
H  -1.8338  -2.5108  -1.4945  0.00
H  -0.9411  -3.5744  -2.6345  0.00
H  -0.1898  -1.1981  -2.5956  0.00
H  1.1686  -2.3092  -2.2912  0.00
H  0.3925  -1.4333  -0.9564  0.00
H  -0.4764  -4.9713  1.6233  0.00
H  -0.6587  -6.4959  0.6853  0.00
H  -1.9952  -5.7199  1.5319  0.00

Computed properties:
- DFT total energy (eV) = -81486.7204
- HOMO level (alpha / beta) (eV) = -11.587 / -11.587
- gap between HOMO and LUMO (alpha / beta) (eV) = 7.039 / 2.253
- multiplicity = 2
- net charge = +1
- F_max (eV/Å) = 5.07
- <S²> = 0.76